[1]
C40H119O20Sn | ωB97M-V/def2-TZVPD

Properties
calculated total energy: -90177.518 eV
LUMO energy: -5.74 eV
gap between HOMO and LUMO: 5.076 eV

ORCA input file:
```
! RIJCOSX wB97M-V def2-TZVPD def2/J DEFGRID3
* xyz 1 1
Sn 4.466 -11.169 9.832
C 3.534 -9.856 4.595
C 3.208 -10.432 5.985
O 4.347 -10.555 6.819
H 3.893 -8.847 4.798
H 2.680 -9.839 3.918
H 4.250 -10.404 3.982
H 2.834 -11.443 5.825
H 2.415 -9.840 6.440
C 2.053 -6.452 4.979
C 2.551 -5.031 5.108
O 3.091 -4.899 6.370
H 2.881 -7.117 5.227
H 1.764 -6.653 3.948
H 1.240 -6.657 5.675
H 1.708 -4.346 5.015
H 3.287 -4.751 4.355
H 3.944 -5.334 6.295
C 4.425 -6.905 2.186
C 3.277 -7.684 1.498
O 3.415 -7.726 0.084
H 4.410 -5.859 1.879
H 5.354 -7.313 1.788
H 4.530 -6.900 3.271
H 2.392 -7.100 1.749
H 3.121 -8.693 1.880
H 4.001 -6.999 -0.139
C 8.696 -8.196 6.367
C 7.507 -9.131 6.475
O 6.318 -8.387 6.591
H 8.443 -7.508 5.560
H 9.640 -8.672 6.104
H 8.792 -7.690 7.328
H 7.532 -9.875 7.271
H 7.490 -9.731 5.566
H 5.691 -9.107 6.490
C 2.423 -11.329 -1.230
C 1.701 -10.005 -1.537
O 0.797 -10.271 -2.588
H 2.912 -11.787 -2.090
H 1.726 -12.098 -0.898
H 3.150 -11.178 -0.432
H 2.421 -9.236 -1.817
H 1.183 -9.651 -0.646
H -0.073 -10.046 -2.249
C 3.106 -7.403 8.538
C 4.409 -7.137 9.315
O 5.189 -8.257 9.249
H 2.558 -8.202 9.038
H 3.317 -7.785 7.539
H 2.525 -6.481 8.524
H 4.198 -6.916 10.361
H 4.953 -6.285 8.908
H 5.769 -8.139 8.494
C 0.694 -12.889 9.592
C 0.648 -11.507 9.060
O 1.310 -10.735 10.079
H 0.313 -13.572 8.832
H 0.013 -13.024 10.433
H 1.713 -13.156 9.871
H -0.384 -11.185 8.923
H 1.120 -11.441 8.080
H 0.633 -10.565 10.739
C 0.315 -10.524 2.271
C -0.714 -11.102 3.294
O -0.920 -12.410 2.890
H 1.029 -11.271 1.923
H 0.873 -9.710 2.734
H -0.231 -10.216 1.379
H -1.626 -10.505 3.276
H -0.318 -11.014 4.305
H -1.536 -12.837 3.490
C 5.089 -13.049 0.732
C 4.765 -14.533 1.005
O 5.455 -15.358 0.037
H 4.596 -12.367 1.424
H 4.897 -12.725 -0.291
H 6.153 -12.850 0.867
H 3.692 -14.700 0.910
H 5.003 -14.702 2.055
H 6.313 -15.612 0.385
C -0.676 -6.347 1.204
C -0.097 -6.113 -0.154
O -0.963 -6.567 -1.120
H -0.462 -7.372 1.507
H -1.724 -6.054 1.257
H -0.189 -5.693 1.927
H 0.848 -6.653 -0.213
H 0.181 -5.073 -0.324
H -0.607 -6.244 -1.951
C -1.880 -13.083 6.834
C -2.838 -12.754 5.702
O -2.597 -13.662 4.641
H -2.197 -12.489 7.691
H -0.858 -12.715 6.741
H -1.810 -14.135 7.109
H -2.504 -11.760 5.403
H -3.873 -12.712 6.040
H -3.216 -14.387 4.753
C 0.707 -6.851 11.106
C -0.161 -5.659 10.722
O -1.346 -6.149 10.175
H 0.207 -7.383 11.916
H 1.713 -6.663 11.482
H 0.815 -7.533 10.263
H 0.353 -5.011 10.012
H -0.254 -5.109 11.658
H -2.042 -5.500 10.047
C 1.541 -13.922 5.041
C 2.139 -13.642 3.676
O 1.273 -14.019 2.623
H 2.323 -13.814 5.792
H 1.129 -14.920 5.189
H 0.682 -13.283 5.244
H 3.052 -14.212 3.507
H 2.439 -12.595 3.632
H 0.496 -13.457 2.666
C 2.387 -15.715 8.155
C 3.883 -15.270 8.216
O 3.856 -14.036 8.860
H 1.914 -15.891 9.121
H 2.262 -16.623 7.565
H 1.830 -14.920 7.659
H 4.343 -15.219 7.229
H 4.476 -15.957 8.820
H 3.995 -14.233 9.789
C 6.103 -3.755 7.332
C 6.648 -5.081 6.805
O 5.545 -5.868 6.240
H 5.519 -3.300 6.532
H 6.913 -3.071 7.583
H 5.326 -3.789 8.096
H 7.071 -5.678 7.613
H 7.388 -4.908 6.024
H 5.809 -6.791 6.208
C 10.073 -11.944 6.237
C 9.964 -12.442 4.813
O 8.920 -11.686 4.221
H 10.666 -12.686 6.771
H 9.156 -11.879 6.823
H 10.538 -10.960 6.300
H 9.722 -13.504 4.844
H 10.844 -12.286 4.190
H 8.064 -11.933 4.579
C 6.370 -9.689 0.742
C 7.000 -10.171 2.074
O 8.395 -10.311 1.884
H 6.584 -10.364 -0.086
H 6.783 -8.742 0.395
H 5.284 -9.718 0.834
H 6.550 -11.133 2.320
H 6.811 -9.486 2.901
H 8.735 -10.809 2.632
C 6.834 -14.173 4.315
C 5.672 -13.251 4.712
O 6.195 -12.082 5.284
H 7.439 -13.638 3.583
H 6.558 -15.105 3.822
H 7.514 -14.430 5.127
H 5.076 -13.799 5.442
H 5.140 -12.917 3.822
H 5.463 -11.577 5.647
C 8.054 -13.669 9.679
C 7.211 -13.695 8.378
O 6.575 -12.432 8.111
H 8.584 -14.587 9.931
H 7.387 -13.432 10.508
H 8.845 -12.922 9.613
H 6.384 -14.401 8.449
H 7.827 -13.952 7.516
H 6.262 -12.409 7.204
C -0.799 -9.188 6.276
C -0.773 -8.517 7.686
O -1.364 -7.236 7.723
H -0.244 -10.126 6.287
H -0.398 -8.534 5.501
H -1.835 -9.370 5.989
H 0.239 -8.384 8.069
H -1.307 -9.195 8.352
H -1.321 -7.029 8.660
*
```

Löwdin population analysis, charges in e, atoms 1 to 4:
1. Sn 1.646
2. C -0.056
3. C -0.377
4. O -0.358

[2]
C11H25N5O14 | ωB97M-V/def2-TZVPD

Properties
SMILES: C=COC(=O)OC[C@H](C)O.C[N+](=O)[O-].C[N+](=O)[O-].C[N+](=O)[O-].C[N+](=O)[O-].C[N+](=O)[O-]
calculated total energy: -47910.758 eV
LUMO energy: -0.07 eV
gap between HOMO and LUMO: 7.921 eV

ORCA input file:
```
! RIJCOSX wB97M-V def2-TZVPD def2/J DEFGRID3
* xyz 0 1
C -3.149 1.090 -0.802
C -3.589 2.138 -1.528
O -4.806 2.744 -1.355
C -5.443 2.410 -0.174
O -6.518 1.846 -0.191
O -4.857 2.758 0.980
C -4.049 3.932 0.974
C -3.024 3.863 2.093
C -2.133 5.105 1.954
O -2.296 2.666 1.886
H -2.227 1.211 -0.271
H -3.742 0.195 -0.693
H -3.044 2.536 -2.371
H -3.492 4.071 0.056
H -4.643 4.828 1.147
H -3.514 3.846 3.062
H -1.126 4.802 1.696
H -2.484 5.718 1.127
H -2.162 5.724 2.830
H -1.367 2.826 2.042
C -0.467 -2.764 0.136
N -0.628 -1.567 -0.731
O -0.698 -1.740 -1.930
O -0.677 -0.491 -0.181
H -0.439 -3.644 -0.494
H 0.458 -2.647 0.681
H -1.318 -2.793 0.811
C 4.266 -3.682 0.138
N 3.254 -4.440 0.920
O 3.585 -5.498 1.402
O 2.149 -3.945 1.021
H 5.190 -4.246 0.134
H 3.879 -3.567 -0.868
H 4.398 -2.717 0.619
C 1.194 5.180 5.611
N 0.130 5.401 4.593
O -0.858 4.700 4.652
O 0.331 6.271 3.776
H 0.879 4.380 6.268
H 2.103 4.917 5.079
H 1.319 6.110 6.156
C 4.881 -7.927 -1.869
N 5.227 -6.493 -1.679
O 4.422 -5.662 -2.043
O 6.296 -6.248 -1.167
H 3.904 -7.985 -2.332
H 5.645 -8.363 -2.505
H 4.880 -8.391 -0.887
C 0.109 -0.517 -5.381
N 1.272 -1.445 -5.419
O 1.135 -2.502 -5.993
O 2.285 -1.073 -4.869
H -0.717 -0.979 -5.908
H -0.139 -0.351 -4.337
H 0.413 0.407 -5.863
*
```

Löwdin population analysis, charges in e, atoms 1 to 4:
1. C 0.030
2. C -0.176
3. O 0.041
4. C -0.534

[3]
C11H12NO | ωB97M-V/def2-TZVPD

Properties
calculated total energy: -15126.284 eV
LUMO energy (alpha / beta): -3.64 / -7.85 eV
gap between HOMO and LUMO (alpha / beta): 5.446 / 5.040 eV

ORCA input file:
```
! RIJCOSX wB97M-V def2-TZVPD def2/J DEFGRID3
* xyz 1 3
C -3.138 0.400 1.470
C 1.399 2.828 -0.380
C 0.037 2.443 -0.414
C 2.354 1.877 -0.091
C -0.263 1.078 -0.321
C 0.686 0.064 -0.149
C 1.996 0.516 -0.024
C 0.312 -1.368 -0.225
C -0.294 -2.091 0.992
C -1.650 0.622 -0.619
C -2.115 0.402 -1.835
N -2.532 0.448 0.459
O 2.879 -0.474 0.154
H -3.633 -0.192 2.213
H 1.413 3.920 -0.543
H -0.690 3.170 -0.591
H 3.351 2.103 -0.072
H -0.296 -1.549 -1.110
H 1.312 -1.840 -0.575
H 0.391 -2.855 1.060
H -0.345 -1.518 1.868
H -1.324 0.523 -2.531
H -3.089 -0.088 -1.927
H -1.192 -2.521 0.629
H 3.722 -0.128 0.376
*
```

Löwdin population analysis, charges in e, atoms 1 to 4:
1. C 0.099
2. C 0.032
3. C 0.098
4. C 0.059

[4]
CH5OPS3 | ωB97M-V/def2-TZVPD

Properties
calculated total energy: -44957.312 eV
LUMO energy (alpha / beta): -2.31 / -2.28 eV
gap between HOMO and LUMO (alpha / beta): 6.348 / 6.368 eV

ORCA input file:
```
! RIJCOSX wB97M-V def2-TZVPD def2/J DEFGRID3
* xyz 0 1
C 0.189 -1.560 -1.161
O -0.360 -0.679 -0.140
P -0.177 0.882 0.308
S -2.101 2.112 -2.220
S -1.209 0.632 2.161
S 1.891 1.289 0.718
H -0.404 -1.696 -2.007
H 0.363 -2.537 -0.621
H 1.079 -1.100 -1.577
H -1.131 1.933 2.580
H 1.860 0.723 1.960
*
```

Löwdin population analysis, charges in e, atoms 1 to 4:
1. C -0.091
2. O -0.595
3. P 0.171
4. S -0.052

[5]
C4H6O | ωB97M-V/def2-TZVPD

Properties
SMILES: C=CCC=O
calculated total energy: -6291.230 eV
LUMO energy: 0.91 eV
gap between HOMO and LUMO: 10.881 eV

ORCA input file:
```
! RIJCOSX wB97M-V def2-TZVPD def2/J DEFGRID3
* xyz 0 1
C 0.642 -1.094 -2.064
C -0.028 -0.860 -0.955
C 0.388 0.169 0.094
C -0.576 0.393 1.167
O -0.512 1.428 1.825
H 0.266 -1.726 -2.804
H 1.671 -0.715 -2.165
H -1.050 -1.249 -0.856
H 1.323 -0.060 0.646
H 0.663 1.130 -0.313
H -1.335 -0.446 1.443
*
```

Löwdin population analysis, charges in e, atoms 1 to 4:
1. C -0.004
2. C -0.172
3. C -0.184
4. C -0.282

[6]
C9H9N3PtSSbSe4 | ωB97M-V/def2-TZVPD

Properties
calculated total energy: -295956.837 eV
LUMO energy: 1.68 eV
gap between HOMO and LUMO: 5.283 eV

ORCA input file:
```
! RIJCOSX wB97M-V def2-TZVPD def2/J DEFGRID3
* xyz -1 1
Pt -1.345 1.103 1.485
Se -4.225 3.707 4.710
Sb -2.453 3.974 3.086
Se -0.458 2.268 3.362
Se -2.897 2.766 0.781
Se -1.555 6.181 2.662
C -1.328 -4.015 0.480
N -0.421 -3.146 -0.209
C 0.508 -3.467 -1.149
C 1.135 -2.333 -1.523
N 0.597 -1.262 -0.808
C -0.386 -1.791 0.020
S -1.455 -1.183 1.147
C 1.009 0.059 -0.942
C 2.031 0.415 -1.840
C 2.406 1.738 -1.939
C 1.772 2.695 -1.155
C 0.778 2.261 -0.299
N 0.407 0.992 -0.194
H -1.185 -5.040 0.147
H -2.356 -3.700 0.290
H -1.158 -3.945 1.557
H 0.661 -4.472 -1.488
H 1.916 -2.211 -2.238
H 2.526 -0.322 -2.450
H 3.190 2.024 -2.625
H 2.037 3.737 -1.204
H 0.249 2.968 0.337
*
```

Löwdin population analysis, charges in e, atoms 1 to 4:
1. Pt -0.041
2. Se -0.282
3. Sb -0.303
4. Se -0.075

[7]
C19H42Br3NO11P2 | ωB97M-V/def2-TZVPD

Properties
calculated total energy: -273099.908 eV
LUMO energy: -1.23 eV
gap between HOMO and LUMO: 8.004 eV

ORCA input file:
```
! RIJCOSX wB97M-V def2-TZVPD def2/J DEFGRID3
* xyz 0 1
C -4.834 -2.884 -1.853
C -3.728 -2.157 -1.055
O -2.598 -2.029 -1.953
C -4.089 -0.698 -0.631
N -4.727 -0.544 0.705
Br -6.410 -1.419 0.830
C -5.055 0.974 0.944
O -5.888 1.259 1.794
O -4.468 1.784 0.240
C -3.878 -1.014 1.886
Br -4.400 -2.823 2.497
C -2.349 -0.868 1.678
C -1.861 0.593 1.477
Br -1.514 -1.494 3.375
H -5.397 -2.221 -2.525
H -5.503 -3.367 -1.121
H -4.395 -3.706 -2.435
H -3.346 -2.774 -0.230
H -2.945 -1.513 -2.694
H -3.201 -0.077 -0.769
H -4.830 -0.337 -1.363
H -4.147 -0.359 2.728
H -1.931 -1.535 0.915
H -0.910 0.702 2.009
H -1.618 0.719 0.410
H -2.575 1.361 1.793
O -0.053 3.406 0.175
P 0.870 4.551 -0.102
O 2.223 4.058 0.704
C 3.018 3.030 0.111
C 3.724 3.499 -1.150
O 0.216 5.608 0.974
C -1.065 5.391 1.569
C -0.932 4.651 2.886
O 1.659 5.789 -0.857
C 1.933 7.066 -0.263
C 2.796 7.030 0.980
H 2.392 2.157 -0.100
H 3.758 2.734 0.855
H 3.006 3.722 -1.944
H 4.406 2.731 -1.519
H 4.289 4.412 -0.961
H -1.736 4.877 0.883
H -1.501 6.376 1.753
H -0.314 3.758 2.792
H -1.912 4.359 3.268
H -0.446 5.288 3.628
H 1.001 7.600 -0.084
H 2.464 7.634 -1.030
H 2.318 6.508 1.805
H 3.006 8.048 1.313
H 3.741 6.522 0.781
O 1.144 -2.116 -0.464
P 2.115 -3.049 -1.121
O 1.145 -4.349 -1.411
C 0.209 -4.260 -2.489
C 0.890 -4.241 -3.846
O 2.916 -3.510 0.242
C 2.780 -2.793 1.467
C 1.667 -3.381 2.308
O 3.344 -3.641 -2.052
C 4.303 -4.614 -1.616
C 3.728 -5.951 -1.202
H -0.418 -3.373 -2.359
H -0.438 -5.135 -2.417
H 1.481 -3.330 -3.978
H 0.152 -4.282 -4.649
H 1.573 -5.084 -3.950
H 2.631 -1.730 1.286
H 3.728 -2.887 2.003
H 0.746 -3.503 1.738
H 1.460 -2.750 3.173
H 1.944 -4.377 2.662
H 4.931 -4.191 -0.833
H 4.960 -4.778 -2.473
H 3.086 -5.875 -0.327
H 4.536 -6.642 -0.957
H 3.128 -6.380 -2.005
*
```

Löwdin population analysis, charges in e, atoms 1 to 4:
1. C -0.064
2. C -0.393
3. O -0.057
4. C -0.146

> What is the calculated total energy in the first record?

-90177.518 eV

> What is the formula in the sixth record?

C9H9N3PtSSbSe4

> The lowest calculated total energy belongs to which entry?

C9H9N3PtSSbSe4

> Which value of calculated total energy does entry 7 give?

-273099.908 eV